The following is a quantum chemistry calculation of an isolated molecule of C7H8BF7O4, from OMol25.

Output
Charge ... 0
DFT total energy ... -35281.165 eV
Structure (SMILES) ... O=C(CCCC(F)(F)C(F)(F)F)OC(F)(F)B(O)O
HOMO-LUMO gap ... 10.8 eV
M ... 299.94 g/mol

Last columns: bonded neighbours and bond lengths (Å).
Atoms and positions in Å:
1 O -0.4324 2.7317 -1.2159  C2 1.201
2 C -0.7438 1.6365 -0.8337  O1 1.201, C3 1.500, O13 1.371
3 C -0.3689 1.0317 0.4873  C2 1.500, C4 1.536, H20 1.094, H21 1.089
4 C 0.3198 -0.3331 0.3346  C3 1.536, C5 1.536, H22 1.096, H23 1.089
5 C 0.9692 -0.8147 1.6409  C4 1.536, C6 1.522, H24 1.091, H25 1.088
6 C 0.0005 -1.5749 2.5360  C5 1.522, F7 1.360, F8 1.367, C9 1.577
7 F -1.2879 -1.1929 2.3250  C6 1.360
8 F 0.0622 -2.9033 2.2180  C6 1.367
9 C 0.2875 -1.4633 4.0830  C6 1.577, F10 1.327, F11 1.330, F12 1.340
10 F 0.7181 -2.6192 4.5731  C9 1.327
11 F -0.8096 -1.1122 4.7478  C9 1.330
12 F 1.2279 -0.5433 4.3363  C9 1.340
13 O -1.5370 0.7865 -1.5605  C2 1.371, C14 1.398
14 C -1.4522 0.8322 -2.9555  O13 1.398, F15 1.359, F16 1.370, B17 1.616
15 F -2.1630 1.8920 -3.4228  C14 1.359
16 F -2.1252 -0.2920 -3.3563  C14 1.370
17 B 0.0357 0.7973 -3.5842  C14 1.616, O18 1.371, O19 1.359
18 O 0.7632 -0.3567 -3.4458  B17 1.371, H26 0.963
19 O 0.4532 1.9022 -4.2559  B17 1.359, H27 0.965
20 H -1.2919 0.9198 1.0643  C3 1.094
21 H 0.2925 1.7296 0.9981  C3 1.089
22 H 1.1357 -0.2040 -0.3853  C4 1.096
23 H -0.3590 -1.0754 -0.0825  C4 1.089
24 H 1.7720 -1.5103 1.3912  C5 1.091
25 H 1.4167 0.0351 2.1510  C5 1.088
26 H 1.7121 -0.2098 -3.3707  O18 0.963
27 H 1.4047 1.9105 -4.4178  O19 0.965

Atom charges from the natural (NBO) analysis, given in e for atoms 1 to 5:
1 O -0.5441
2 C 0.7990
3 C -0.5145
4 C -0.3857
5 C -0.4731